Entry 1:
Below is the molecule C7H12NP at a distorted geometry, with properties calculated with ωB97M-V/def2-TZVPD.

Last column: natural (NBO) charge in e.
Atoms and positions in Å:
C: 2.545 0.438 -0.383  -0.606
C: 1.125 -0.072 -0.800  -0.218
C: 0.787 -1.560 -0.513  -0.422
C: -0.215 -1.200 0.537  -0.083
N: -1.552 -1.862 0.272  -0.402
C: -2.444 -1.274 -0.420  -0.108
P: -1.677 0.542 -0.856  0.647
C: -2.576 1.408 0.526  -0.959
C: 0.011 0.357 0.126  -0.479
H: 2.645 0.411 0.682  0.204
H: 2.515 1.481 -0.655  0.211
H: 3.194 -0.192 -0.947  0.215
H: 0.928 0.221 -1.846  0.201
H: 1.683 -2.084 0.036  0.216
H: 0.290 -2.101 -1.376  0.233
H: 0.026 -1.538 1.501  0.208
H: -3.387 -1.679 -0.702  0.201
H: -2.167 1.384 1.524  0.223
H: -2.311 2.474 0.341  0.231
H: -3.662 1.050 0.627  0.244
H: -0.042 1.300 0.816  0.244

Largest force on an atom, hartree/bohr: 0.1015
HOMO-LUMO gap, eV: 9.22
Relative energy (zero: lowest compared OMol25 entry of this formula, charge and spin), kcal per mole: 35.2
Total energy, a.u.: -669.91519
LUMO level, eV: 1.022

***

Entry 2:
Below is the ion C7H12NS with charge +1 at a distorted geometry, with properties calculated with ωB97M-V/def2-TZVPD.

Last column: natural (NBO) charge in e.
Atoms and positions in Å:
C: 0.120 -2.241 -1.256  -0.243
C: -0.223 -2.053 -2.479  -0.481
C: 1.338 -0.547 1.317  -0.484
C: -1.001 -0.393 0.673  -0.238
C: 1.343 0.214 -0.082  -0.007
C: 0.017 -1.372 1.281  -0.384
C: -0.518 1.986 0.016  -0.400
N: -0.129 0.558 -0.158  -0.418
S: 0.089 -2.880 0.257  0.522
H: -1.138 -2.545 -2.987  0.256
H: 0.441 -1.630 -3.318  0.263
H: 2.298 -1.244 1.275  0.264
H: 1.346 0.090 2.100  0.234
H: -1.849 -0.716 -0.042  0.258
H: -1.483 0.264 1.335  0.228
H: 1.636 -0.507 -0.840  0.207
H: -0.368 -1.782 2.274  0.286
H: -0.080 2.438 -0.940  0.244
H: -1.573 2.013 0.184  0.228
H: 0.061 2.261 0.936  0.230
H: -0.276 0.440 -1.156  0.438

Largest force on an atom, hartree/bohr: 0.1205
HOMO-LUMO gap (spin up / spin down), eV: 5.68 / 9.50
Relative energy (zero: lowest compared OMol25 entry of this formula, charge and spin), kcal per mole: 111.6
Total energy, a.u.: -726.39808
LUMO level (spin up / spin down), eV: -5.436 / -4.194
Total charge: +1

***

Entry 3:
Below is a cluster of 2 separate species, C7H12O in total at a distorted geometry, with properties calculated with ωB97M-V/def2-TZVPD.

Last column: Löwdin spin population.
Atoms and positions in Å:
C: -1.542 0.820 1.319  0.020
C: -1.895 0.392 2.543  0.006
C: -1.968 0.097 0.075  0.048
C: -0.775 -0.164 -0.812  0.252
C: 0.183 -1.109 -0.566  0.142
C: 1.329 -1.456 -1.383  0.139
C: 2.036 -0.670 -2.283  0.262
H: -0.901 1.690 1.214  0.002
H: -1.684 1.003 3.415  0.001
H: -2.466 -0.526 2.551  0.002
H: -2.557 -0.806 0.284  0.009
H: -2.599 0.690 -0.605  0.004
H: -0.609 0.496 -1.664  0.026
H: 0.244 -1.751 0.318  0.015
H: 1.741 -2.445 -1.152  0.007
H: 1.638 0.333 -2.429  0.027
H: 2.964 -1.002 -2.727  0.028
H: 1.606 0.826 0.321  0.002
H: 2.810 1.249 1.067  0.000
O: 1.977 1.605 0.750  0.007

Largest force on an atom, hartree/bohr: 0.0471
HOMO-LUMO gap (spin up / spin down), eV: 3.98 / 6.98
Relative energy (zero: lowest compared OMol25 entry of this formula, charge and spin), kcal per mole: 25.4
Total energy, a.u.: -349.06107
LUMO level (spin up / spin down), eV: 3.992 / 3.955
2S+1: 2
Total charge: -1

***

Entry 4:
Below is the molecule C7H12O at a distorted geometry, with properties calculated with ωB97M-V/def2-TZVPD.

Last column: natural (NBO) charge in e.
Atoms and positions in Å:
C: -3.317 0.631 1.025  -0.588
C: -2.901 0.412 -0.580  -0.478
C: -2.211 -0.862 -0.143  -0.142
C: -0.600 -0.821 0.161  -0.513
C: 0.475 -0.017 -0.630  -0.190
C: 1.751 -0.075 -0.106  -0.290
C: 3.016 0.557 -0.460  0.090
O: 4.018 0.193 0.513  -0.724
H: -4.066 -0.161 1.199  0.213
H: -3.649 1.664 1.261  0.212
H: -2.381 0.365 1.435  0.213
H: -2.217 1.191 -1.005  0.216
H: -3.778 0.496 -1.178  0.217
H: -2.442 -1.837 -0.675  0.198
H: -0.354 -1.864 -0.117  0.250
H: -0.444 -0.661 1.244  0.249
H: 0.242 0.203 -1.675  0.206
H: 1.903 -0.720 0.791  0.210
H: 3.284 1.335 -1.104  0.180
H: 4.488 -0.514 0.120  0.471

Largest force on an atom, hartree/bohr: 0.1173
HOMO-LUMO gap, eV: 4.01
Relative energy (zero: lowest compared OMol25 entry of this formula, charge and spin), kcal per mole: 180.7
Total energy, a.u.: -348.86068
LUMO level, eV: -1.765